Here is a molecular structure, C21H19FeNO5 at a distorted geometry from OMol25. Energies are from ωB97M-V/def2-TZVPD.

The expectation value of S² is 6.13. The spin multiplicity is 5. For the HOMO-LUMO gap (spin up / spin down), the calculation gives 6.27 / 6.02 eV. As for the charge: 0. The LUMO energy (spin up / spin down) comes out at 0.3 / -2.3 eV. Its energy above the lowest of the compared OMol25 structures with the same formula, charge and spin is 25.6 kcal per mole. The value obtained for the total energy is -2506.02347 hartree.

Element x y z (Å)
C 4.47 1.58 -1.25
C 3.19 2.13 -0.65
O 2.13 1.26 -1.12
C 0.92 1.65 -0.66
C -0.04 0.54 -1.09
N -1.43 1.06 -1.12
C -2.40 0.56 -1.67
C -3.67 1.29 -1.71
C -4.93 0.71 -2.00
C -6.09 1.44 -1.85
C -6.04 2.79 -1.46
C -4.79 3.41 -1.23
C -3.62 2.67 -1.35
O 0.67 2.59 0.05
H 5.33 2.11 -0.81
H 4.53 0.50 -1.07
H 4.48 1.73 -2.34
H 3.23 2.11 0.46
H 2.98 3.15 -1.01
H 0.33 0.09 -2.00
H -2.42 -0.46 -2.18
H -4.95 -0.34 -2.30
H -7.07 0.96 -2.01
H -6.97 3.36 -1.31
H -4.75 4.47 -0.95
H -2.65 3.12 -1.14
O 3.42 -5.08 3.72
C 3.17 -4.04 3.24
Fe 2.34 -3.10 1.92
C 2.75 -4.14 0.56
O 2.57 -4.97 -0.23
C 0.96 -4.11 2.18
O 0.20 -4.96 2.32
C 0.13 -0.58 -0.02
C -0.36 -0.17 1.32
C -0.09 -0.86 2.48
C 1.21 -1.53 2.84
C 2.45 -1.01 2.27
C 2.57 -1.23 0.83
C 1.43 -1.41 0.04
H -0.59 -1.21 -0.51
H -1.18 0.58 1.27
H -0.89 -0.91 3.30
H 1.12 -1.89 3.90
H 3.31 -0.68 2.89
H 3.55 -1.15 0.33
H 1.49 -2.00 -0.89

Here is a molecular structure, C8H32HfN17O11 at a distorted geometry from OMol25. Energies are from ωB97M-V/def2-TZVPD.

The spin multiplicity is 1. For the HOMO-LUMO gap, the calculation gives 1.67 eV. As for the charge: +3. The LUMO energy comes out at -13.3 eV. Its energy above the lowest of the compared OMol25 structures with the same formula, charge and spin is 24.3 kcal per mole. The value obtained for the total energy is -2129.54738 hartree.

Element x y z (Å)
Hf 1.18 -3.65 -1.30
N -0.07 -0.56 0.33
O 0.32 -1.54 -0.40
O 0.17 -0.60 1.54
O -0.43 0.51 -0.24
C 3.37 -3.00 1.48
O 2.66 -3.26 0.47
N 4.57 -3.37 1.55
N 2.97 -2.47 2.60
H 5.02 -3.88 0.80
H 5.02 -3.23 2.44
H 3.44 -2.90 3.38
H 2.04 -2.11 2.76
C -0.75 -1.86 -3.68
O -0.08 -2.38 -2.80
N -1.11 -0.63 -3.60
N -1.18 -2.44 -4.76
H -1.35 -0.10 -4.43
H -0.98 -0.25 -2.68
H -1.62 -1.92 -5.50
H -0.92 -3.40 -4.94
C 0.47 3.15 -3.61
O 0.25 2.92 -4.75
N 0.55 2.28 -2.70
N 0.83 4.31 -3.03
H 0.16 1.39 -2.97
H 0.25 2.63 -1.80
H 1.12 5.06 -3.65
H 0.83 4.38 -2.03
C -3.70 2.07 -2.09
O -3.52 1.05 -2.74
N -3.48 2.17 -0.81
N -4.08 3.25 -2.62
H -3.27 1.35 -0.26
H -3.77 3.00 -0.30
H -4.41 4.06 -2.11
H -4.15 3.30 -3.63
C -0.30 -3.98 2.04
O 0.26 -3.70 1.00
N -0.49 -5.10 2.56
N -0.73 -3.02 2.82
H -0.15 -5.84 1.96
H -1.35 -5.12 3.08
H -0.71 -2.09 2.41
H -1.10 -3.10 3.75
C -0.10 3.82 1.36
O 0.33 3.86 0.23
N -0.52 2.69 1.77
N -0.34 4.75 2.17
H -0.23 2.04 1.06
H -0.71 2.48 2.74
H -0.62 4.52 3.12
H -0.63 5.64 1.80
C -2.25 0.54 4.14
O -2.62 1.47 3.48
N -1.12 -0.13 3.98
N -2.96 -0.08 5.12
H -1.00 -0.90 4.63
H -0.58 -0.01 3.14
H -3.55 0.55 5.64
H -2.50 -0.90 5.48
C 3.34 -0.71 -1.55
O 2.75 -1.82 -1.51
N 3.03 0.28 -0.74
N 4.13 -0.33 -2.57
H 3.39 1.22 -0.82
H 2.16 0.13 -0.24
H 4.28 -1.07 -3.24
H 4.56 0.57 -2.68

Here is 26 unconnected molecules or ions with the total composition C72H203BN17O33 at a distorted geometry from OMol25. Energies are from ωB97M-V/def2-TZVPD.

The spin multiplicity is 1. For the HOMO-LUMO gap, the calculation gives 7.28 eV. As for the charge: -1. The LUMO energy comes out at 0.6 eV. The value obtained for the total energy is -6303.55371 hartree.

Element x y z (Å)
O 2.71 -1.63 2.77
C 1.76 -0.95 2.31
O 1.23 -1.20 1.04
B 0.30 -0.09 0.74
O 0.37 0.82 1.89
C 1.18 0.36 2.86
O 1.40 0.91 3.94
O -1.02 -0.63 0.40
C -1.33 -0.35 -0.87
O -2.38 -0.66 -1.46
C -0.15 0.48 -1.40
O 0.75 0.63 -0.48
O -0.16 1.11 -2.46
C -2.24 5.09 -4.86
C -1.30 5.54 -3.76
C -1.03 4.44 -2.68
O -0.44 5.03 -1.54
C -0.05 4.08 -0.55
N -0.06 6.14 -4.24
H -3.22 4.80 -4.48
H -2.01 4.14 -5.36
H -2.31 5.80 -5.68
H -1.96 6.27 -3.30
H -0.40 3.63 -3.04
H -1.88 3.88 -2.31
H -0.85 3.55 -0.05
H 0.56 4.50 0.26
H 0.57 3.32 -1.01
H 0.57 6.38 -3.48
H 0.43 5.47 -4.82
C -0.17 -3.35 -3.10
C -1.05 -4.54 -2.60
C -2.03 -5.09 -3.69
O -3.16 -4.24 -4.07
C -4.14 -3.97 -3.07
N -0.15 -5.66 -2.26
H 0.59 -3.74 -3.77
H 0.11 -2.75 -2.24
H -0.84 -2.82 -3.79
H -1.64 -4.27 -1.72
H -2.43 -6.06 -3.40
H -1.55 -5.24 -4.66
H -3.71 -3.69 -2.11
H -4.75 -4.84 -2.83
H -4.69 -3.09 -3.39
H -0.76 -6.41 -1.97
H 0.27 -5.46 -1.36
C -4.71 1.17 8.39
C -4.94 1.95 7.08
C -3.96 1.46 6.05
O -4.11 0.08 5.88
C -3.11 -0.48 5.06
N -6.31 1.76 6.72
H -5.40 1.36 9.20
H -3.73 1.45 8.78
H -4.69 0.09 8.22
H -4.77 3.01 7.28
H -2.93 1.74 6.26
H -4.16 2.02 5.13
H -3.55 -1.38 4.62
H -2.16 -0.73 5.53
H -2.88 0.22 4.25
H -6.54 0.80 6.51
H -6.90 2.02 7.49
C 2.13 -6.42 0.86
C 1.16 -5.31 1.12
C 1.17 -4.78 2.55
O 0.64 -5.74 3.47
C 0.75 -5.24 4.83
N 1.53 -4.16 0.33
H 1.94 -6.94 -0.08
H 1.97 -7.23 1.58
H 3.19 -6.16 0.88
H 0.18 -5.66 0.81
H 0.48 -3.93 2.50
H 2.13 -4.35 2.83
H 0.15 -4.36 5.04
H 1.79 -4.99 5.02
H 0.45 -5.95 5.61
H 2.42 -3.77 0.59
H 0.85 -3.45 0.57
C 3.36 3.26 7.79
C 2.78 1.98 7.13
C 1.24 1.91 7.10
O 0.83 1.97 8.53
C -0.54 1.89 8.59
N 3.27 1.88 5.76
H 4.44 3.38 7.70
H 3.12 3.34 8.84
H 2.87 4.15 7.40
H 3.20 1.09 7.60
H 1.01 0.99 6.56
H 0.81 2.80 6.65
H -0.94 0.94 8.21
H -1.03 2.60 7.92
H -0.98 1.96 9.58
H 4.02 1.20 5.83
H 2.58 1.45 5.17
C -2.74 -6.62 3.90
C -3.88 -5.64 3.64
C -3.49 -4.38 2.86
O -2.52 -3.61 3.49
C -1.90 -2.70 2.62
N -4.86 -6.37 2.80
H -1.90 -6.09 4.34
H -2.42 -7.03 2.94
H -3.06 -7.53 4.41
H -4.17 -5.35 4.65
H -4.39 -3.79 2.70
H -3.16 -4.80 1.91
H -1.20 -2.11 3.21
H -2.65 -1.95 2.37
H -1.34 -3.14 1.79
H -4.75 -7.35 3.03
H -4.52 -6.28 1.85
C 8.24 0.86 -2.05
C 7.21 0.01 -1.39
C 6.14 -0.48 -2.28
O 5.21 -1.37 -1.68
C 4.14 -0.65 -1.01
N 7.73 -1.14 -0.68
H 9.09 1.01 -1.38
H 7.92 1.86 -2.33
H 8.69 0.35 -2.91
H 6.75 0.60 -0.59
H 6.68 -1.02 -3.06
H 5.71 0.35 -2.84
H 3.75 0.19 -1.58
H 4.67 -0.30 -0.12
H 3.24 -1.19 -0.73
H 8.28 -1.78 -1.23
H 6.95 -1.77 -0.56
C -8.45 0.13 -5.12
C -7.02 -0.04 -4.48
C -7.04 -0.97 -3.26
O -8.16 -0.57 -2.38
C -7.96 0.59 -1.60
N -6.18 -0.72 -5.47
H -9.20 0.27 -4.35
H -8.69 -0.74 -5.72
H -8.37 0.99 -5.79
H -6.59 0.92 -4.21
H -6.14 -1.04 -2.65
H -7.25 -2.03 -3.41
H -7.68 1.45 -2.20
H -7.25 0.35 -0.80
H -8.87 0.78 -1.04
H -5.36 -0.95 -4.94
H -6.68 -1.57 -5.72
C 4.76 -5.19 8.64
C 3.50 -4.30 8.46
C 3.37 -3.39 7.23
O 2.08 -2.72 7.14
C 1.87 -1.90 6.04
N 2.34 -5.12 8.47
H 4.76 -6.12 8.08
H 4.88 -5.41 9.70
H 5.63 -4.58 8.36
H 3.26 -3.74 9.37
H 3.59 -4.05 6.39
H 4.17 -2.66 7.37
H 2.26 -0.90 6.22
H 0.81 -1.80 5.79
H 2.28 -2.32 5.12
H 1.61 -4.52 8.12
H 2.52 -5.88 7.83
C 3.48 3.89 -2.08
C 3.75 4.16 -0.65
C 4.58 2.98 -0.06
O 4.81 3.04 1.32
C 3.94 2.32 2.24
N 4.47 5.42 -0.48
H 3.25 2.86 -2.33
H 4.37 4.09 -2.68
H 2.66 4.48 -2.50
H 2.77 4.33 -0.21
H 5.57 3.01 -0.52
H 4.19 2.04 -0.44
H 2.94 2.43 1.81
H 3.97 2.72 3.25
H 4.15 1.26 2.12
H 5.45 5.30 -0.68
H 4.43 5.60 0.51
C -7.72 -5.37 -1.49
C -7.76 -4.58 -0.11
C -7.06 -3.26 -0.16
O -5.64 -3.37 -0.29
C -4.90 -2.24 0.14
N -9.09 -4.51 0.33
H -6.71 -5.74 -1.70
H -8.07 -4.73 -2.30
H -8.40 -6.21 -1.50
H -7.21 -5.13 0.65
H -7.30 -2.70 0.74
H -7.49 -2.69 -0.98
H -5.15 -1.37 -0.46
H -3.85 -2.47 0.02
H -5.29 -1.98 1.13
H -8.98 -4.11 1.25
H -9.52 -3.74 -0.17
C 1.97 5.57 -7.72
C 2.44 4.76 -6.47
C 3.34 5.61 -5.57
O 4.58 5.79 -6.19
C 5.47 6.79 -5.60
N 1.37 4.11 -5.80
H 2.72 6.01 -8.38
H 1.27 6.39 -7.54
H 1.43 4.86 -8.36
H 3.03 3.90 -6.80
H 3.40 5.31 -4.52
H 2.91 6.62 -5.57
H 6.30 7.08 -6.24
H 5.94 6.30 -4.75
H 4.97 7.75 -5.46
H 0.81 3.67 -6.53
H 1.74 3.32 -5.28
C 5.62 -3.72 -7.50
C 5.49 -2.48 -6.61
C 4.12 -2.35 -5.90
O 4.07 -1.28 -4.98
C 2.79 -1.28 -4.34
N 6.57 -2.52 -5.57
H 6.63 -3.88 -7.89
H 4.98 -3.62 -8.38
H 5.32 -4.67 -7.06
H 5.83 -1.61 -7.17
H 3.89 -3.24 -5.32
H 3.35 -2.28 -6.67
H 2.83 -0.53 -3.56
H 2.48 -2.23 -3.92
H 2.02 -1.01 -5.06
H 6.59 -3.33 -4.97
H 6.40 -1.66 -5.07
C -3.22 3.04 -7.83
C -4.52 2.60 -7.07
C -5.81 2.89 -7.82
O -6.19 4.24 -7.77
C -7.43 4.56 -8.39
N -4.28 1.21 -6.69
H -3.14 2.40 -8.70
H -2.29 2.94 -7.27
H -3.47 3.98 -8.33
H -4.69 3.14 -6.14
H -6.61 2.21 -7.51
H -5.64 2.67 -8.87
H -7.35 4.29 -9.45
H -7.75 5.58 -8.15
H -8.11 3.93 -7.83
H -5.04 0.71 -6.26
H -3.42 1.08 -6.17
C -3.11 2.48 1.72
C -3.71 3.26 0.55
C -3.87 2.49 -0.80
O -4.38 3.35 -1.78
C -4.63 2.57 -3.02
N -4.97 3.79 0.98
H -3.72 1.61 1.95
H -3.17 3.11 2.61
H -2.12 2.07 1.49
H -3.04 4.11 0.42
H -4.39 1.55 -0.62
H -2.86 2.23 -1.11
H -5.33 3.11 -3.66
H -5.19 1.67 -2.78
H -3.73 2.31 -3.58
H -5.27 4.37 0.21
H -5.62 3.01 0.91
C 5.28 -4.45 1.73
C 5.79 -3.53 2.84
C 6.31 -2.13 2.30
O 6.84 -1.24 3.26
C 7.71 -0.32 2.65
N 4.77 -3.30 3.89
H 4.97 -5.41 2.16
H 6.11 -4.47 1.02
H 4.47 -3.94 1.22
H 6.63 -4.08 3.28
H 5.52 -1.72 1.68
H 7.16 -2.40 1.67
H 8.05 0.36 3.43
H 7.13 0.22 1.90
H 8.56 -0.69 2.07
H 4.02 -2.73 3.53
H 5.19 -2.77 4.64
C 2.17 7.05 4.29
C 1.50 6.74 2.97
C 0.01 6.24 3.05
O -0.23 5.08 3.83
C 0.57 3.95 3.58
N 1.69 7.86 2.01
H 2.48 6.15 4.82
H 1.53 7.61 4.97
H 3.05 7.66 4.09
H 2.15 5.93 2.62
H -0.34 6.14 2.03
H -0.62 7.07 3.38
H 1.55 4.25 3.95
H 0.58 3.58 2.55
H 0.19 3.08 4.12
H 1.45 8.72 2.47
H 2.69 8.02 1.90
O 4.41 -5.87 5.03
H 4.39 -5.11 4.45
H 5.34 -6.02 5.20
O 2.68 -4.93 -2.56
H 2.58 -4.83 -1.61
H 1.93 -5.46 -2.82
O -3.65 -0.81 -4.03
H -3.32 -0.72 -3.13
H -3.30 -0.05 -4.49
O 0.12 1.42 -7.11
H 1.05 1.17 -7.07
H -0.29 0.68 -7.56
O 4.81 4.73 5.13
H 4.68 3.79 5.24
H 5.64 4.92 5.57
O -3.36 -2.75 -6.17
H -3.40 -2.02 -5.55
H -3.41 -3.53 -5.62
O -1.61 0.75 -5.05
H -1.01 0.79 -4.30
H -1.20 1.28 -5.72
O 5.45 0.07 5.17
H 5.73 -0.54 4.48
H 6.27 0.43 5.50